1.
{
  "formula": "C20H35B2F2N3O8S",
  "method": "ωB97M-V/def2-TZVPD",
  "charge": 0,
  "smiles": "C#C[C@](C)(O[C@](S)([C@@H](C)F)[C@](F)(CCN(CC)C(C)=O)N(OC#N)B(O)O)B(C)O.CCOC(C)=O",
  "fmax_ha_per_bohr": 0.057,
  "e_homo_ev": -8.86,
  "e_lumo_ev": 0.276,
  "symbols": ["C", "C", "C", "C", "O", "C", "S", "C", "C", "F", "C", "F", "C", "C", "N", "C", "C", "C", "C", "O", "N", "O", "C", "N", "B", "O", "O", "B", "C", "O", "H", "H", "H", "H", "H", "H", "H", "H", "H", "H", "H", "H", "H", "H", "H", "H", "H", "H", "H", "H", "H", "H", "H", "H", "H", "H", "H", "C", "C", "O", "C", "C", "O", "H", "H", "H", "H", "H", "H", "H", "H"],
  "positions_angstrom": [[-3.72, -2.19, -4.99], [-3.78, -2.05, -3.80], [-3.72, -1.66, -2.35], [-4.41, -0.27, -2.23], [-2.51, -1.92, -1.68], [-1.39, -1.10, -1.76], [-1.49, 0.46, -0.73], [-0.92, -0.64, -3.14], [-0.56, -1.78, -4.13], [-1.81, 0.23, -3.75], [-0.23, -1.98, -1.01], [-0.49, -1.84, 0.34], [1.21, -1.65, -1.37], [1.78, -0.28, -0.97], [1.59, 0.10, 0.44], [2.32, -0.76, 1.37], [1.59, -0.68, 2.75], [2.10, 1.46, 0.54], [1.18, 2.63, 0.87], [3.26, 1.70, 0.33], [-0.54, -3.41, -1.28], [0.47, -3.98, -2.15], [0.01, -5.12, -2.52], [-0.50, -6.11, -2.84], [-0.39, -4.11, 0.04], [0.87, -4.34, 0.58], [-1.48, -4.52, 0.79], [-4.78, -2.69, -1.65], [-5.34, -2.44, -0.18], [-5.20, -3.82, -2.32], [-3.69, -2.18, -6.05], [-5.50, -0.46, -2.29], [-4.19, 0.43, -3.03], [-4.26, 0.16, -1.24], [-2.50, 0.12, 0.10], [-0.01, -0.04, -3.06], [-1.01, -1.52, -5.10], [0.51, -1.86, -4.29], [-1.02, -2.72, -3.83], [1.84, -2.39, -0.86], [1.45, -1.79, -2.43], [2.87, -0.32, -1.17], [1.41, 0.55, -1.59], [2.37, -1.81, 1.06], [3.35, -0.44, 1.56], [2.27, -0.84, 3.60], [1.19, 0.34, 2.85], [0.75, -1.38, 2.75], [1.39, 3.44, 0.17], [0.14, 2.30, 0.74], [1.40, 2.94, 1.89], [0.76, -4.12, 1.51], [-1.94, -5.25, 0.36], [-4.55, -2.25, 0.55], [-6.12, -1.67, -0.18], [-5.84, -3.36, 0.15], [-4.96, -4.61, -1.83], [4.66, 5.79, 2.61], [3.33, 6.43, 2.92], [2.41, 5.49, 3.50], [2.37, 5.18, 4.81], [3.50, 5.63, 5.71], [1.48, 4.49, 5.22], [5.15, 5.43, 3.52], [5.33, 6.50, 2.13], [4.53, 4.93, 1.96], [3.42, 7.32, 3.55], [2.86, 6.76, 1.99], [4.22, 4.82, 5.80], [3.08, 5.85, 6.69], [4.01, 6.53, 5.37]],
  "mulliken_charge": [-0.218, -1.241, 1.531, -1.613, -0.134, -0.533, -0.385, 0.174, -1.394, -0.397, 2.294, -0.498, -0.936, -1.823, 0.684, -0.413, -1.108, 0.348, -0.910, -0.567, 0.166, -0.491, 0.681, -0.566, 0.684, -0.622, -0.603, 0.579, -0.981, -0.603, 0.551, 0.562, 0.240, 0.312, 0.102, 0.350, 0.508, 0.321, 0.113, 0.821, 0.044, 0.432, 0.443, 0.280, 0.538, 0.367, 0.246, 0.211, 0.375, 0.038, 0.245, 0.294, 0.301, 0.275, 0.304, 0.305, 0.305, -0.870, -0.434, -0.365, 0.768, -0.964, -0.563, 0.267, 0.361, 0.225, 0.368, 0.324, 0.257, 0.303, 0.336]
}

=====

2.
{
  "formula": "C5H13N2O4",
  "method": "ωB97M-V/def2-TZVPD",
  "charge": 1,
  "de_lowest_ev": 0.4476,
  "fmax_ha_per_bohr": 0.061,
  "e_homo_ev": -12.83,
  "e_lumo_ev": -3.230,
  "symbols": ["C", "C", "C", "C", "C", "N", "N", "O", "O", "O", "O", "H", "H", "H", "H", "H", "H", "H", "H", "H", "H", "H", "H", "H"],
  "positions_angstrom": [[0.10, -1.20, 2.23], [-1.07, -1.93, 0.01], [0.23, 0.28, 1.87], [-0.97, -0.97, -1.16], [0.12, 0.86, -2.36], [-0.04, -0.10, -1.26], [0.09, -1.71, 0.84], [1.37, 0.76, 1.56], [-0.78, 1.02, 1.64], [1.71, 2.81, 0.15], [-1.85, -1.23, -2.16], [0.96, -1.53, 2.77], [-0.91, -1.44, 2.84], [-2.09, -2.03, 0.53], [-0.94, -2.89, -0.44], [1.14, 0.78, -2.73], [-0.63, 0.77, -3.16], [-0.04, 1.75, -1.75], [2.06, 3.08, 0.98], [0.89, -1.51, 0.26], [1.38, 1.52, 0.79], [-1.65, 0.77, 2.12], [2.33, 3.08, -0.59], [-1.43, -0.95, -2.98]],
  "mulliken_charge": [-0.587, -0.610, 0.663, 0.565, -0.942, -0.316, -0.231, -0.531, -0.409, -0.623, -0.471, 0.342, 0.299, 0.303, 0.339, 0.247, 0.446, 0.234, 0.325, 0.322, 0.548, 0.410, 0.353, 0.323]
}

=====

3.
{
  "formula": "C18H20N5O2SZn",
  "method": "ωB97M-V/def2-TZVPD",
  "charge": 1,
  "fmax_ha_per_bohr": 0.137,
  "e_homo_ev": -10.56,
  "e_lumo_ev": -3.691,
  "symbols": ["Zn", "C", "C", "N", "N", "C", "O", "C", "C", "C", "C", "C", "C", "C", "C", "C", "C", "C", "N", "H", "H", "H", "H", "H", "H", "H", "H", "H", "H", "H", "H", "O", "C", "C", "N", "C", "S", "N", "C", "H", "H", "H", "H", "H", "H", "H", "H"],
  "positions_angstrom": [[-1.28, -0.52, -0.31], [-1.74, 3.70, 0.63], [-1.80, 2.24, 0.22], [-0.81, 1.54, -0.25], [0.34, 2.13, -0.58], [1.29, 1.24, -0.89], [1.05, 0.00, -1.11], [2.65, 1.74, -0.88], [2.91, 3.13, -0.98], [4.17, 3.61, -0.79], [5.29, 2.71, -0.74], [5.04, 1.33, -0.63], [3.73, 0.86, -0.74], [-3.07, 1.56, 0.23], [-4.27, 2.21, 0.55], [-5.46, 1.53, 0.61], [-5.44, 0.12, 0.54], [-4.23, -0.50, 0.24], [-3.09, 0.19, 0.15], [-0.68, 4.03, 0.43], [-1.94, 3.66, 1.69], [-2.42, 4.38, 0.08], [2.07, 3.84, -1.05], [4.40, 4.70, -0.66], [6.29, 3.04, -0.78], [5.92, 0.65, -0.55], [3.62, -0.23, -0.51], [-4.18, 3.25, 0.52], [-6.37, 2.14, 0.78], [-6.30, -0.52, 0.47], [-4.10, -1.54, 0.04], [1.12, -1.14, 1.61], [0.04, -0.78, 1.34], [-1.28, -5.11, 0.55], [-0.07, -4.42, 0.33], [0.11, -3.36, -0.51], [-1.21, -2.57, -1.32], [1.40, -2.88, -0.59], [2.57, -3.32, 0.18], [-1.16, -6.17, 0.47], [-2.02, -4.85, -0.25], [-1.79, -4.90, 1.46], [0.66, -4.58, 1.00], [1.49, -1.98, -1.02], [2.84, -2.49, 0.81], [3.38, -3.49, -0.55], [2.36, -4.22, 0.76]],
  "mulliken_charge": [0.326, -1.385, 0.706, 0.135, -0.675, 0.221, -0.781, 0.499, -0.361, -0.588, -0.457, -0.565, -0.033, 0.782, -0.646, -0.340, -0.786, 0.080, -0.042, 0.291, 0.378, 0.401, 0.345, 0.337, 0.428, 0.328, 0.137, 0.347, 0.383, 0.375, 0.466, -0.174, 0.342, -0.904, -0.116, 0.700, -0.480, -0.107, -0.936, 0.355, 0.287, 0.332, 0.102, 0.321, 0.338, 0.319, 0.315]
}

=====

4.
{
  "formula": "C20H24B2CoF4N9SSi",
  "method": "ωB97M-V/def2-TZVPD",
  "charge": 1,
  "de_lowest_ev": 0.6147,
  "fmax_ha_per_bohr": 0.059,
  "s2": 0.776,
  "spin_multiplicity": 2,
  "e_homo_ev": [-11.93, -11.93],
  "e_lumo_ev": [-4.192, -6.812],
  "symbols": ["Co", "C", "C", "N", "N", "C", "B", "N", "C", "C", "C", "N", "N", "C", "C", "C", "N", "N", "C", "C", "C", "N", "H", "H", "H", "H", "H", "H", "H", "H", "H", "H", "H", "H", "C", "Si", "C", "C", "C", "C", "C", "C", "N", "C", "S", "H", "H", "H", "H", "H", "H", "H", "H", "H", "H", "H", "H", "F", "B", "F", "F", "F"],
  "positions_angstrom": [[0.20, 0.18, -0.33], [0.59, 3.06, -3.18], [0.07, 1.84, -2.79], [0.14, 1.72, -1.46], [0.75, 2.83, -1.00], [1.01, 3.66, -2.01], [1.08, 2.95, 0.50], [2.14, 1.88, 0.81], [3.42, 1.88, 1.17], [3.84, 0.57, 1.32], [2.74, -0.20, 1.03], [1.69, 0.59, 0.76], [-0.18, 2.46, 1.26], [-0.77, 2.90, 2.38], [-1.78, 2.02, 2.73], [-1.73, 1.03, 1.76], [-0.77, 1.30, 0.88], [1.43, 4.35, 0.85], [0.59, 5.42, 0.84], [1.34, 6.56, 0.96], [2.67, 6.08, 1.02], [2.73, 4.77, 0.95], [0.66, 3.45, -4.18], [-0.37, 1.06, -3.39], [1.46, 4.63, -1.83], [3.94, 2.82, 1.28], [4.83, 0.23, 1.59], [2.64, -1.27, 1.01], [-0.42, 3.81, 2.85], [-2.44, 2.09, 3.57], [-2.36, 0.16, 1.66], [-0.48, 5.30, 0.75], [1.00, 7.58, 1.00], [3.58, 6.65, 1.11], [-4.35, -4.36, -0.42], [-2.57, -4.47, -0.96], [-2.38, -3.92, -2.73], [-1.90, -6.17, -0.69], [-1.60, -3.33, 0.25], [-1.15, -3.85, 1.47], [-0.34, -3.12, 2.32], [0.05, -1.82, 1.96], [-0.39, -1.30, 0.84], [-1.21, -2.00, 0.02], [-1.68, -1.00, -1.28], [-4.94, -5.10, -0.97], [-4.76, -3.37, -0.62], [-4.45, -4.58, 0.65], [-2.51, -4.78, -3.38], [-1.39, -3.51, -2.94], [-3.12, -3.17, -3.00], [-2.31, -6.84, -1.46], [-2.19, -6.58, 0.28], [-0.81, -6.21, -0.77], [-1.42, -4.86, 1.75], [0.02, -3.54, 3.25], [0.70, -1.21, 2.57], [1.16, -1.34, -1.14], [2.38, -1.05, -2.07], [2.52, 0.32, -2.03], [1.99, -1.51, -3.30], [3.43, -1.71, -1.49]],
  "lowdin_spin": [0.001, 0.000, 0.000, -0.001, 0.000, 0.000, 0.000, 0.000, 0.000, 0.000, 0.000, -0.002, 0.000, 0.000, 0.000, 0.002, 0.004, 0.000, 0.000, 0.000, 0.000, 0.000, 0.000, 0.001, 0.000, 0.000, 0.000, 0.000, 0.000, 0.000, 0.001, 0.000, 0.000, 0.000, 0.006, 0.009, 0.006, 0.002, 0.112, -0.011, 0.108, 0.021, 0.054, 0.046, 0.619, 0.001, 0.000, 0.000, 0.000, 0.003, 0.000, 0.000, 0.000, 0.000, -0.003, 0.005, 0.001, 0.013, 0.001, 0.000, 0.000, 0.000]
}

=====

5.
{
  "formula": "C5H6O2",
  "method": "ωB97M-V/def2-TZVPD",
  "charge": 0,
  "de_lowest_ev": 4.3977,
  "fmax_ha_per_bohr": 0.021,
  "e_homo_ev": -9.54,
  "e_lumo_ev": 0.497,
  "symbols": ["O", "C", "C", "C", "C", "C", "O", "H", "H", "H", "H", "H", "H"],
  "positions_angstrom": [[2.25, 1.20, -0.90], [1.96, -0.09, -0.39], [0.54, -0.21, 0.06], [-0.27, -0.33, 1.02], [-1.65, -0.35, 1.13], [-1.93, -0.08, -0.75], [-2.95, 0.05, -1.29], [2.04, 1.83, -0.20], [2.63, -0.36, 0.44], [2.15, -0.78, -1.21], [-2.14, 0.51, 1.60], [-2.15, -1.29, 1.35], [-0.47, -0.08, -0.86]],
  "mulliken_charge": [-0.516, -0.540, 0.120, -0.038, -0.420, 0.278, -0.332, 0.329, 0.271, 0.263, 0.305, 0.299, -0.021]
}

=====

6.
{
  "formula": "CH3N2O3S",
  "method": "ωB97M-V/def2-TZVPD",
  "charge": 1,
  "de_lowest_ev": 1.9299,
  "fmax_ha_per_bohr": 0.071,
  "e_homo_ev": -17.59,
  "e_lumo_ev": -4.661,
  "symbols": ["C", "N", "N", "O", "O", "O", "S", "H", "H", "H"],
  "positions_angstrom": [[-0.11, 2.12, -2.08], [-0.25, 1.23, -1.36], [-0.51, -0.31, 0.75], [1.15, -2.11, -0.21], [0.14, -2.43, 2.00], [0.75, -0.07, 1.36], [0.52, -1.61, 0.97], [0.02, 2.93, -2.83], [-1.24, -0.18, 1.47], [-0.48, 0.42, -0.07]],
  "mulliken_charge": [0.001, -0.366, 0.028, -0.380, -0.367, -0.176, 1.102, 0.341, 0.360, 0.457]
}

=====

7.
{
  "formula": "C3H6N2O",
  "method": "ωB97M-V/def2-TZVPD",
  "charge": 0,
  "de_lowest_ev": 3.2960,
  "fmax_ha_per_bohr": 0.008,
  "e_homo_ev": [-8.13, -8.21],
  "e_lumo_ev": [0.070, 0.165],
  "symbols": ["N", "C", "O", "N", "C", "C", "H", "H", "H", "H", "H", "H"],
  "positions_angstrom": [[-1.09, 1.56, -0.45], [-0.10, 1.14, 0.37], [0.46, 1.79, 1.22], [0.24, -0.23, 0.16], [1.30, -0.86, 0.69], [-0.21, -1.13, -0.76], [-1.28, 1.04, -1.30], [-1.32, 2.54, -0.42], [2.28, -0.37, 0.74], [1.15, -1.81, 1.17], [0.47, -1.49, -1.52], [-1.24, -1.48, -0.72]],
  "mulliken_charge": [-0.366, 0.431, -0.579, 0.098, -0.535, -0.747, 0.231, 0.246, 0.270, 0.283, 0.315, 0.354]
}